The following is a quantum chemistry calculation of an isolated ion of composition C3H6OP and charge +1 at a distorted geometry, from the OMol25 dataset.

Cartesian coordinates (Å):
C 0.70324 -0.10589 -0.02073
C -0.01570 1.01284 0.76456
C -0.35552 -0.88431 -0.84001
O -1.01052 0.57565 1.52126
P -1.77206 -1.45216 0.08916
H 1.45623 0.31800 -0.68441
H 1.19727 -0.78033 0.68269
H 0.73635 1.50476 1.41340
H -0.35786 1.79101 0.04983
H -0.73093 -0.24784 -1.65850
H 0.14951 -1.73172 -1.31724

Force components x, y, z for each atom (eV/Å):
C -0.5 -0.1 0.2
C 2.3 -0.1 -0.3
C -0.2 0.4 -0.4
O -1.7 -1.4 -0.6
P 0.8 1.1 0.9
H 0.0 0.0 0.0
H 0.0 0.1 0.0
H -0.3 0.2 -0.1
H -0.3 0.0 0.2
H 0.1 -0.1 0.1
H -0.1 -0.3 0.1

Energy above the lowest of the compared OMol25 structures with the same formula, charge and spin (kcal/mol): 77.1
Kohn-Sham gap (spin up / spin down) (eV): 9.410 / 7.052
Charge: +1
E_HOMO (spin up / spin down) (eV): -16.423 / -14.687
Max |F| (eV Å⁻¹): 2.36

These are the natural (NBO) partial charges, in e, on atoms 1 to 5: number 1, C, carries -0.391; number 2, C, carries -0.168; number 3, C, carries -0.946; number 4, O, carries -0.205; number 5, P, carries 1.069

---

The following is a quantum chemistry calculation of C3H4ClOP in the gas phase at a distorted geometry, from the OMol25 dataset.

Cartesian coordinates (Å):
C -1.30598 0.13654 -0.28410
C 0.31117 0.20097 -0.71498
C 0.97318 -0.02003 0.59795
O 0.13896 -0.80251 1.48239
P -1.49019 -0.77776 1.17354
Cl -2.45245 0.46710 -1.45035
H 0.33181 -0.66251 -1.37590
H 0.47415 1.24321 -1.17630
H 1.85358 -0.58151 0.56068
H 1.16578 0.79650 1.18708

Force components x, y, z for each atom (eV/Å):
C 3.7 2.2 -2.8
C -3.8 1.6 0.2
C -0.9 -1.6 0.1
O -1.2 -0.3 -0.6
P -0.4 -1.9 2.9
Cl -0.4 -0.1 -0.2
H 0.8 0.2 -0.4
H 0.0 -1.9 0.4
H 1.5 -0.8 -0.5
H 0.6 2.7 0.7

Energy above the lowest of the compared OMol25 structures with the same formula, charge and spin (kcal/mol): 0.0
Kohn-Sham gap (spin up / spin down) (eV): 7.030 / 8.370
Spin multiplicity: 3
E_HOMO (spin up / spin down) (eV): -6.116 / -10.084
Max |F| (eV Å⁻¹): 5.13

These are the natural (NBO) partial charges, in e, on atoms 1 to 5: number 1, C, carries -0.445; number 2, C, carries -0.472; number 3, C, carries -0.085; number 4, O, carries -0.741; number 5, P, carries 0.792

---

Q: Among the records above, which one has the lowest energy above the lowest of the compared OMol25 structures with the same formula, charge and spin?
A: C3H4ClOP